# 1
This record from the Open Molecules 2025 dataset describes C5H10HfOP as an isolated structure in a non-equilibrium geometry. The level of theory is the ωB97M-V functional and the def2-TZVPD basis.

XYZ file:
```
18
Properties=species:S:1:pos:R:3
H 0.961 -3.058 2.325
H -0.552 -0.604 -3.081
H -0.624 -3.242 0.850
Hf 0.464 -0.123 0.822
H -0.904 -1.620 -0.972
C 0.493 1.143 -2.389
C 0.960 1.643 -0.023
H -0.637 1.127 2.823
H -1.763 0.302 2.111
H 1.376 2.961 -1.659
H 0.538 1.528 -3.416
C 0.994 1.976 -1.362
H -1.034 -2.352 2.788
C -0.135 -0.111 -2.195
H 1.295 2.448 0.651
P -0.077 -2.289 1.744
C -0.304 -0.695 -0.956
O -1.050 0.966 1.937
```

**Net charge**: +1
**ΔE to the lowest compared entry with this formula, charge and spin**: 62.12 kcal/mol
**Frontier orbital gap (alpha / beta)**: 5.454 / 5.456 eV
**2S+1**: 1
**LUMO energy (alpha / beta)**: -4.972 / -4.970 eV

***

# 2
This record from the Open Molecules 2025 dataset describes a 4-piece molecular cluster, C15H42NO3P overall. The level of theory is the ωB97M-V functional and the def2-TZVPD basis.

XYZ file:
```
62
Properties=species:S:1:pos:R:3
H 0.089 1.561 0.992
H 1.499 5.449 -1.246
C -1.941 6.035 -0.908
H 1.829 -4.776 -0.294
H -1.525 6.215 -1.902
H -0.188 -6.905 0.568
H 4.197 -2.757 -0.533
H 0.952 0.239 -1.631
H 2.352 -2.357 0.776
N 3.363 -2.126 -2.332
O -1.581 4.682 -0.625
H 0.292 -4.340 -2.165
H -0.213 6.850 0.097
C 0.181 1.548 -0.101
H 4.261 -1.015 -0.735
O 0.089 -4.186 0.481
H -3.685 -3.386 2.887
H 2.386 2.268 -0.763
H 0.932 3.724 0.544
H 1.438 -7.238 -0.038
P 1.205 3.060 -0.686
H 1.674 -0.233 1.295
H -1.917 4.455 0.250
H -1.592 -2.361 4.017
C 2.164 4.581 -1.280
H 0.361 3.168 -1.826
C 2.324 -1.745 -0.127
C 0.828 -6.504 0.491
H -1.676 6.795 1.093
H -0.680 -1.120 3.143
O -3.247 -0.720 2.582
C 0.273 -5.306 -1.661
H 1.530 -2.187 -0.737
H 3.033 4.773 -0.644
H 2.502 4.440 -2.311
H 0.867 -6.012 -2.244
H 4.188 -1.950 -2.893
H -1.514 8.024 -0.166
H -0.594 -2.809 2.621
H -2.694 -3.871 1.515
H -2.080 -1.460 1.140
H -0.078 -0.566 -0.472
H 1.225 -6.378 1.497
C -2.441 -1.802 2.113
H -3.883 5.504 -1.683
C -3.286 -3.052 1.925
C -3.450 6.194 -0.960
C 0.814 -5.177 -0.248
H -0.823 1.715 -0.508
C -1.294 6.985 0.086
H -0.759 -5.671 -1.640
H -4.121 -2.855 1.254
H -3.582 -0.955 3.455
C 1.920 -0.306 0.231
H -3.886 5.985 0.021
C -1.253 -2.040 3.027
C 0.707 0.193 -0.559
H -3.726 7.213 -1.239
H 2.652 -1.478 -2.654
H 2.772 0.362 0.080
C 3.633 -1.900 -0.907
H -0.828 -4.480 0.534
```

**Net charge**: 0
**Frontier orbital gap**: 8.514 eV
**2S+1**: 1
**LUMO energy**: 0.832 eV

***

# 3
This record from the Open Molecules 2025 dataset describes C20H76N4O20Y as an isolated structure in a non-equilibrium geometry. The level of theory is the ωB97M-V functional and the def2-TZVPD basis.

XYZ file:
```
121
Properties=species:S:1:pos:R:3
H -3.961 4.707 3.643
O -2.014 -3.606 1.736
H -3.492 0.149 1.023
H -3.087 5.924 1.574
H -1.557 -6.095 -2.462
C -1.464 -0.567 3.155
H 6.843 0.609 -0.782
H 4.325 1.927 -1.547
H -3.805 1.093 -0.136
C 8.354 2.683 -1.747
H -5.786 3.287 2.678
H -0.957 2.813 -1.520
H 5.832 1.369 -3.571
Y 0.479 0.237 0.765
O 0.823 0.762 3.088
O 7.254 2.666 -2.603
O 1.763 3.929 -2.081
H 5.473 2.477 -0.656
O 1.518 2.452 0.740
H -4.762 -2.910 -0.492
H 2.211 3.152 -2.417
H -1.282 -2.301 -2.539
H -0.879 3.655 0.494
O -4.309 -1.659 -2.776
H 3.355 -0.774 0.902
H 3.364 1.180 -3.556
N 0.298 -6.307 -3.173
C -4.733 3.009 2.735
C 5.293 -0.604 -1.828
C -4.500 -1.422 -4.179
H -4.469 0.439 3.322
H 0.957 3.591 -1.692
H -5.227 0.716 4.916
C 6.602 1.374 -2.799
H 2.428 0.676 4.418
O 0.700 0.183 -1.625
O 1.571 -2.291 -3.255
O 3.468 -3.059 1.177
C -1.339 1.808 -1.342
N 5.017 1.605 -0.886
O 2.993 0.859 5.169
H 7.416 0.727 -3.126
H 0.935 -5.221 -0.750
H -3.539 4.548 0.610
H -4.768 5.464 1.438
H -1.647 -2.743 1.931
O -0.176 -3.806 -1.724
C -5.077 -1.995 0.010
H -1.367 -7.439 -0.431
H 2.961 3.974 2.661
O -4.541 2.250 3.931
O -0.357 4.423 0.726
H -0.617 -4.933 -0.077
C -4.141 -0.913 -0.570
H -3.793 0.232 -2.360
H -0.556 0.863 4.614
C -0.224 0.121 3.888
H 0.645 3.995 3.930
H -2.319 3.207 3.805
C -5.194 1.036 3.875
H -2.344 1.786 -1.763
H -5.013 -2.323 -4.516
C -1.430 -3.168 -1.896
H -2.866 -3.420 1.342
O 2.793 -0.067 0.584
H 2.297 1.174 -2.482
O 3.376 4.175 1.822
H -1.873 -2.828 -0.959
C -3.758 5.066 1.544
H -3.533 -1.177 -4.618
H 0.610 -2.638 -0.030
O -1.330 1.810 0.069
C -0.569 -6.211 -2.017
C -0.696 -7.500 -1.287
C 6.031 0.728 -1.499
H -6.143 -1.800 -0.108
H -5.239 -0.634 -4.321
N -2.345 3.627 2.887
H 2.442 1.364 5.767
H 1.182 -6.631 -2.807
C -4.481 -0.521 -1.975
H 0.214 -0.713 4.437
H -1.847 -1.367 3.789
H 6.068 -1.258 -2.228
H 1.227 2.621 3.670
H -4.810 -2.228 1.040
H 8.896 1.741 -1.838
H 8.969 3.535 -2.037
H -0.711 4.708 1.568
C -0.104 -5.051 -1.031
H -2.212 -3.809 -2.302
H -1.048 -8.277 -1.966
H 0.493 -5.337 -3.373
H 0.944 3.209 0.625
H -2.318 0.102 3.266
H -6.155 0.994 3.362
H 3.662 -3.493 2.008
O 1.459 3.494 3.986
C -0.536 0.610 -2.149
H -1.206 -0.251 -2.165
H 1.968 -2.436 0.607
H -2.361 2.855 2.236
H -0.457 0.861 -3.206
H 4.675 -0.440 -2.711
O 1.106 -2.030 0.518
H 4.277 4.403 2.049
O -1.317 -0.912 1.797
H 0.768 -2.773 -3.455
H -3.104 -1.249 -0.538
H 2.344 2.821 1.052
H -5.494 -0.173 -2.175
H 1.284 -1.568 -2.698
H 3.902 -3.598 0.517
H 8.227 2.817 -0.673
C -3.693 4.141 2.750
H -4.525 2.470 1.811
H 4.914 -1.132 -0.953
H 0.269 -7.898 -0.973
O 3.060 1.664 -2.788
N -4.183 0.262 0.295
H 3.301 0.347 -0.114
```

**Net charge**: -1
**Frontier orbital gap**: 6.693 eV
**2S+1**: 1
**LUMO energy**: 1.514 eV

***

# 4
This record from the Open Molecules 2025 dataset describes C36H87O21P3 as an isolated structure in a non-equilibrium geometry. The level of theory is the ωB97M-V functional and the def2-TZVPD basis.

XYZ file:
```
147
Properties=species:S:1:pos:R:3
H 0.240 -16.059 -11.334
H -3.238 -16.809 -11.729
H -2.629 -11.423 -22.812
C 2.983 -22.685 -20.466
C -0.230 -15.610 -17.073
H -0.179 -10.428 -17.097
H -4.042 -20.816 -8.890
C -4.634 -16.975 -17.132
H -0.239 -17.948 -20.331
C -8.968 -16.146 -11.738
C 4.244 -20.583 -16.897
O -5.265 -17.423 -11.512
H -2.565 -10.143 -21.597
O -4.889 -17.058 -18.570
H -1.448 -19.502 -11.734
H -1.202 -8.114 -18.852
H -3.619 -13.033 -21.042
O -1.187 -11.709 -21.399
H -3.363 -11.896 -19.794
C -0.793 -13.328 -12.592
H 2.713 -20.998 -15.504
C -6.952 -19.973 -8.230
O -4.950 -15.792 -9.489
C -6.238 -18.624 -8.141
C -3.636 -21.759 -9.258
H -2.266 -13.843 -17.151
O 0.106 -20.964 -11.575
H -5.241 -17.550 -16.432
C 0.051 -16.352 -13.486
H -9.774 -16.596 -11.158
H -6.851 -16.646 -18.236
H -4.448 -11.529 -21.206
H 1.922 -21.190 -12.192
P -5.754 -16.912 -10.034
H -1.621 -13.262 -11.886
C -2.525 -11.222 -21.746
H -2.413 -23.278 -8.444
H 1.379 -15.902 -15.651
H 3.775 -19.612 -15.031
H 4.841 -19.719 -17.190
H 3.797 -22.792 -21.183
H 2.480 -19.301 -16.080
H 3.120 -13.128 -18.882
O -0.340 -15.710 -14.668
H -3.018 -23.110 -5.441
O -0.351 -14.180 -17.026
C -6.273 -17.339 -18.847
H 1.137 -16.430 -13.450
H -7.415 -22.549 -16.738
H -0.098 -19.110 -10.778
C -7.777 -15.580 -10.983
H 0.884 -23.414 -20.374
H -5.531 -20.818 -16.190
O 0.158 -14.254 -12.225
O -2.839 -21.759 -7.100
H -9.784 -22.219 -17.718
H -0.341 -17.369 -13.499
C -0.768 -19.940 -11.004
C 1.466 -12.390 -20.249
H -7.724 -19.991 -8.999
C -3.810 -18.113 -13.276
H -8.798 -17.032 -12.349
P -0.251 -10.592 -20.681
H 0.702 -12.897 -19.658
H -1.523 -14.175 -18.770
O 1.288 -11.113 -20.727
H 1.970 -24.479 -21.194
H -3.642 -17.389 -16.951
C 3.202 -20.080 -15.832
H -1.168 -16.105 -17.321
H -4.497 -15.905 -16.977
H 0.474 -15.939 -17.838
O -8.042 -21.630 -18.555
C -1.292 -8.668 -17.917
H -7.352 -20.147 -7.231
O 3.538 -21.343 -17.896
H -1.219 -12.638 -17.772
H 4.848 -21.320 -16.368
C -2.292 -22.464 -5.933
H -6.977 -15.119 -11.563
H -3.451 -18.353 -11.148
H -0.430 -18.669 -18.908
H -0.342 -12.345 -12.458
H -2.119 -19.882 -9.193
H 2.271 -18.440 -20.389
C -6.708 -18.884 -18.597
C -5.990 -20.801 -17.179
H -1.898 -21.843 -5.128
C -0.278 -15.608 -12.180
C 1.648 -18.433 -19.494
H -1.480 -23.136 -6.211
C 0.228 -18.759 -19.773
H -0.943 -21.198 -9.282
O -2.718 -21.417 -10.264
H -5.306 -21.102 -17.972
H -1.194 -13.462 -13.597
H -6.208 -20.680 -8.597
C -1.608 -20.566 -9.870
H -5.417 -18.677 -7.426
C 1.739 -23.424 -21.050
H -4.451 -18.993 -13.318
H -7.891 -21.008 -16.544
H 3.215 -23.124 -19.495
H -6.507 -17.009 -19.859
O -7.316 -16.631 -10.193
C -1.392 -13.714 -17.791
H -1.139 -7.889 -17.170
C 2.680 -12.191 -19.225
H -8.872 -23.438 -18.584
H -0.127 -19.715 -20.157
H -4.222 -17.294 -13.865
H 2.174 -11.714 -18.386
O -0.347 -9.249 -21.250
C -3.505 -11.962 -20.873
H -4.107 -23.256 -7.719
O -0.731 -10.737 -19.139
C 0.336 -16.153 -15.844
H -1.334 -15.694 -11.923
H -9.426 -15.416 -12.407
C -3.249 -22.684 -8.072
C 1.470 -20.972 -11.224
H -4.516 -22.162 -9.760
H -6.267 -19.318 -19.495
O 2.592 -21.355 -20.250
C -9.208 -22.402 -18.626
H -6.820 -17.867 -7.615
H 3.556 -11.622 -19.535
H 1.970 -20.084 -10.839
H 0.714 -9.404 -18.122
O 4.592 -19.629 -19.625
H 1.368 -22.942 -21.955
C -0.268 -9.867 -18.028
H -8.152 -14.778 -10.348
H -2.293 -9.090 -17.830
C -3.913 -17.657 -11.848
C -7.310 -21.595 -17.256
O -6.200 -19.398 -17.362
H -7.778 -19.068 -18.688
P 3.363 -20.398 -19.166
H 1.563 -21.806 -10.529
O 2.201 -19.361 -18.643
H 0.369 -17.237 -15.957
H -9.863 -22.258 -19.485
H 1.871 -13.032 -21.031
O -5.673 -18.341 -9.359
H -2.840 -18.369 -13.703
H 1.639 -17.415 -19.104
```

**Net charge**: -1
**⟨S²⟩**: 0.75
**Frontier orbital gap (alpha / beta)**: 1.419 / 9.480 eV
**2S+1**: 2
**LUMO energy (alpha / beta)**: 2.154 / 2.084 eV